32
Properties=species:S:1:pos:R:3:forces:R:3:mulliken_spin:R:1 method="wB97M-V/def2-TZVPD" homo_ev="-12.5 / -12.5" orbital_gap_ha="0.2937 / 0.2338" de_lowest_ev=0.5032 spin_multiplicity=2 charge=+1
Rb 0.2963 -3.2860 -3.5376 0.01 -0.21 0.09 0.00
C 0.1802 -2.5485 -0.1135 -0.07 -0.08 -1.44 0.01
O 0.4569 -3.8676 -0.4761 0.00 0.80 0.76 0.91
H 0.9538 -1.9840 0.4071 0.42 -0.61 0.40 0.04
H -0.0236 -1.9990 -1.0325 -0.21 0.60 -0.15 0.00
H -0.7246 -2.4391 0.4844 -0.17 -0.55 0.36 0.03
C 2.6192 0.0690 -1.0705 -1.02 -1.18 1.81 0.00
C 3.2928 1.1398 -1.8588 -1.64 -0.69 1.13 0.00
C 2.4206 1.3893 -3.1034 1.87 -0.69 -0.69 0.00
O 2.2567 2.7892 -3.0771 -0.39 -1.29 -3.50 0.00
C 2.6096 3.2554 -1.9251 -2.01 3.13 2.40 0.00
O 2.3267 4.3510 -1.5453 0.68 0.37 -0.37 0.00
O 3.0293 2.3269 -1.1122 1.85 -1.39 0.87 0.00
H 2.7126 -0.9733 -1.3754 0.26 0.07 -0.59 0.00
H 1.5592 0.3078 -0.9850 -0.27 -0.01 -0.52 0.00
H 2.8350 0.0382 -0.0025 0.93 0.25 0.01 0.00
H 4.3672 0.9642 -1.9127 -0.06 0.28 -0.71 0.00
H 1.4729 0.8531 -3.1526 -0.28 0.34 0.70 0.00
H 2.9614 0.9775 -3.9554 0.13 0.85 -0.55 0.00
C -2.1285 0.6766 0.9925 -0.01 0.99 -0.23 0.00
C -3.0491 0.3745 2.1500 -0.63 1.07 -1.09 0.00
C -3.5061 -1.0308 2.2177 2.39 -2.10 -1.09 0.00
O -3.0240 -1.4347 3.4798 -1.84 -1.87 1.10 0.00
C -2.4720 -0.4444 4.1289 2.56 0.55 5.82 0.00
O -2.0243 -0.4807 5.3044 -1.78 -0.19 -4.54 0.00
O -2.3737 0.6267 3.3594 -0.19 0.82 -0.15 0.00
H -1.6778 1.6673 1.0519 -0.43 0.29 0.23 0.00
H -2.6921 0.6589 0.0597 0.19 -0.31 -0.14 0.00
H -1.2322 0.0565 0.9788 -0.30 -0.64 -0.01 0.00
H -4.0363 0.8359 2.1241 0.55 1.60 -0.05 0.00
H -2.8560 -1.6547 1.6043 -0.35 -0.10 -0.90 0.00
H -4.5301 -1.2150 1.8927 -0.17 -0.09 1.06 0.00

***

33
Properties=species:S:1:pos:R:3:forces:R:3:nbo_charge:R:1 method="wB97M-V/def2-TZVPD" homo_ev=-6.9 orbital_gap_ha=0.1061 de_lowest_ev=5.5552 charge=+1
Rb -29.6836 11.1614 -18.6825 0.15 0.08 0.33 0.96
Rb -24.5256 6.1991 -16.6418 -0.02 0.25 0.31 0.97
C -25.2738 11.2489 -13.9150 -0.65 0.53 -1.92 -0.23
O -26.4765 10.7483 -14.3916 0.25 -0.47 0.55 -0.98
H -24.9951 11.2835 -12.8618 -0.48 -0.58 0.73 0.11
H -24.4131 10.8439 -14.4472 0.74 -0.77 -0.01 0.08
H -25.1615 12.2873 -14.2268 -0.02 1.00 0.09 0.09
C -29.8803 8.3753 -7.0640 -0.01 -0.03 -0.31 -0.63
C -28.9056 8.4793 -8.2346 -0.36 4.43 2.93 0.06
C -27.3979 8.5997 -7.9268 -0.58 -1.97 -1.71 -0.08
O -27.0272 7.4630 -8.8254 1.85 0.65 0.21 -0.50
C -28.0874 6.9078 -9.4326 3.79 -5.74 -2.98 0.98
O -28.0749 5.8992 -10.1750 0.79 3.08 1.84 -0.63
O -29.1475 7.4245 -9.0554 -4.27 0.92 0.36 -0.45
H -29.7329 8.9035 -6.1220 0.77 0.30 -0.32 0.23
H -29.8573 7.3109 -6.8302 -0.76 -0.01 0.15 0.22
H -30.8156 8.7755 -7.4554 -0.40 -0.76 0.25 0.22
H -29.0916 9.3910 -8.8025 -0.48 0.04 -0.08 0.18
H -26.9836 8.4568 -6.9288 -0.46 -0.61 0.00 0.20
H -27.0100 9.5569 -8.2753 0.15 -0.31 -0.41 0.20
C -21.3155 14.4757 -18.6351 0.51 -1.09 -0.32 -0.64
C -19.9229 13.9078 -18.1975 0.91 0.94 -1.61 0.07
C -18.8672 14.7358 -17.4278 -2.56 0.72 1.66 -0.10
O -18.4789 13.8302 -16.3927 2.70 0.33 -0.26 -0.47
C -18.9936 12.6423 -16.5158 -2.24 -2.63 1.81 0.97
O -18.7985 11.6866 -15.7577 -0.52 2.66 -2.93 -0.58
O -20.0318 12.7389 -17.4780 0.39 -2.37 2.76 -0.51
H -21.6962 13.7067 -19.3072 0.01 0.02 -0.30 0.22
H -21.2957 15.3994 -19.2135 0.41 0.02 0.20 0.23
H -22.1255 14.5285 -17.9075 0.64 0.23 0.69 0.23
H -19.3509 13.5027 -19.0323 -0.45 0.90 -1.19 0.17
H -19.3571 15.4490 -16.7649 -0.09 0.89 -0.76 0.19
H -18.1001 15.2275 -18.0261 0.29 -0.64 0.25 0.21

***

44
Properties=species:S:1:pos:R:3:forces:R:3:nbo_charge:R:1 method="wB97M-V/def2-TZVPD" homo_ev=-6.3 orbital_gap_ha=0.1094 de_lowest_ev=3.5412
Ag -1.6507 1.9723 3.0050 0.13 -0.06 -0.64 0.92
Ag 0.2283 3.7696 0.3847 -0.43 1.22 -1.21 0.82
Ag -2.3064 1.6241 -1.9430 -0.38 1.54 -0.95 0.84
C -1.7891 4.3972 -1.4364 -0.56 1.63 2.74 0.91
O -1.6273 5.3903 -0.6781 0.81 1.75 1.56 -0.84
O -2.8971 3.9402 -1.6505 -5.18 -2.03 -1.49 -0.85
O -0.8196 3.7309 -1.7828 5.72 -3.59 -1.55 -0.94
B -0.7087 0.8417 0.3589 -0.28 -1.09 -1.65 1.27
F -0.8804 0.2194 1.5311 -0.53 -2.02 3.52 -0.58
F -1.0200 0.0056 -0.6901 -0.08 -0.95 -0.36 -0.56
F -1.5000 1.9195 0.3895 -2.78 2.69 0.59 -0.57
F 0.5268 1.2838 0.2523 3.96 0.54 -0.36 -0.55
Br 2.6843 3.6431 1.5237 0.33 -1.08 0.51 -0.03
C 3.2029 1.7479 2.0728 0.27 0.14 -1.17 -0.41
C 4.5789 1.3346 1.5506 1.14 0.68 1.08 -0.41
Br 6.0161 2.5266 2.3876 -0.88 -0.72 -0.47 -0.06
H 2.4206 1.1271 1.6360 0.08 0.13 -0.07 0.25
H 3.1645 1.6514 3.1578 0.04 0.49 -0.18 0.23
H 4.8810 1.3094 0.5036 -0.89 0.48 -0.02 0.25
H 4.8396 0.3503 1.9394 -0.26 0.03 0.22 0.24
Br 0.0296 -3.6407 0.4035 0.12 0.03 0.34 -0.02
C 0.9901 -2.2566 1.4360 -0.24 -1.06 0.26 -0.44
C 0.5051 -2.2737 2.8869 0.50 0.64 -0.04 -0.41
Br 1.5795 -0.8897 3.8133 -0.27 0.11 0.03 -0.06
H 0.8478 -1.3716 0.8158 0.10 0.10 0.71 0.24
H 2.0271 -2.5914 1.4616 -0.08 0.26 -0.36 0.23
H 0.8232 -3.1558 3.4426 -0.28 -0.13 -0.49 0.24
H -0.5375 -2.0361 3.0984 0.18 -0.04 -0.39 0.23
Br -4.2246 -0.1162 -0.3065 -0.62 -0.59 0.58 -0.03
C -4.5815 -2.0402 -0.6875 0.03 0.65 -2.25 -0.43
C -3.2612 -2.6086 -1.1201 -0.07 -0.24 0.62 -0.43
Br -3.7717 -4.2347 -2.1740 0.78 0.55 0.68 -0.03
H -5.0628 -1.9925 -1.6644 -0.82 0.40 0.44 0.23
H -5.2168 -2.6332 -0.0296 0.42 0.56 0.51 0.24
H -2.6277 -2.7727 -0.2484 0.19 -0.74 -0.41 0.23
H -2.7654 -1.8950 -1.7782 -0.01 -0.42 -0.17 0.24
Br -1.0522 -0.2822 -3.7419 0.47 -0.10 -0.16 -0.01
C 0.8246 -0.1220 -3.1461 0.47 -1.07 0.90 -0.42
C 1.2147 -1.4585 -2.3350 -0.86 1.67 -0.81 -0.44
Br 3.0589 -1.3398 -1.5827 -1.12 -0.06 -0.41 -0.03
H 0.8252 0.7950 -2.5568 0.05 -0.37 0.36 0.25
H 1.4583 0.0823 -4.0091 -0.24 -0.44 -0.09 0.23
H 1.1020 -2.3577 -2.9408 0.60 0.23 -0.24 0.23
H 0.4717 -1.5935 -1.5490 0.50 0.29 0.29 0.23

***

35
Properties=species:S:1:pos:R:3:forces:R:3:nbo_charge:R:1 method="wB97M-V/def2-TZVPD" homo_ev=-14.6 orbital_gap_ha=0.2365 de_lowest_ev=0.0000 charge=+2
I -4.2266 0.9967 -0.2397 0.61 -0.15 -0.50 -0.27
I 0.1008 -1.1881 -1.6543 -0.19 -1.07 0.88 0.20
Al -1.8500 0.1098 -0.1631 -0.87 0.91 1.86 1.27
P 0.2988 -3.0868 0.0672 0.51 -0.51 -0.59 1.44
C 1.6745 -4.0391 -0.5801 0.22 0.16 -0.47 -1.01
C 0.7296 -2.7250 1.7734 -0.31 0.85 0.11 -1.00
H -2.0030 -3.7157 0.3558 0.26 -0.28 -0.17 0.31
H -0.8339 -5.0844 0.4273 -0.05 0.07 -0.09 0.29
H -1.3214 -4.3961 -1.1630 0.20 0.05 0.27 0.29
C -1.1186 -4.1690 -0.1077 -0.54 0.32 0.03 -1.00
H -0.0531 -2.0957 2.2142 0.31 -0.28 0.05 0.31
H 0.7586 -3.7066 2.2681 -0.06 0.09 -0.15 0.30
H 1.7526 -4.9377 0.0528 0.02 0.25 -0.17 0.29
H 2.6101 -3.4658 -0.5419 -0.25 -0.21 0.04 0.28
H 1.7077 -2.2355 1.8596 -0.27 -0.25 -0.20 0.29
H 1.4651 -4.3397 -1.6161 0.11 0.00 0.29 0.28
C 2.9333 -0.6975 0.0778 1.03 1.90 -0.21 0.47
O 3.3872 0.3359 -0.0699 -0.82 -1.79 0.27 -0.46
Cl -2.2798 -1.4796 1.3200 0.31 0.31 -0.68 -0.56
C 1.2911 2.9720 1.7784 0.06 0.21 0.20 -0.41
N 0.4974 3.0010 0.5397 -0.42 0.21 0.56 -0.36
C 0.2697 4.1885 -0.1171 -0.11 -0.87 -0.68 0.16
C -0.4787 4.1922 -1.2618 0.22 1.41 0.44 -0.34
C -1.1675 3.0316 -1.6684 -0.62 -1.48 -0.58 0.50
N -1.0173 1.9250 -0.9213 0.64 -0.23 0.93 -0.68
C -0.2903 1.9683 0.2165 -0.89 -1.13 0.19 0.78
O -0.4997 0.9487 0.9826 0.40 0.44 -1.17 -0.76
N -1.9969 2.8515 -2.7069 0.56 0.79 0.46 -0.72
H 0.7024 2.5866 2.6109 0.01 -0.01 -0.16 0.25
H 1.5627 4.0049 1.9744 0.14 -0.07 0.20 0.23
H 2.2002 2.3847 1.6470 -0.16 0.00 -0.08 0.24
H 0.7125 5.0359 0.4045 -0.09 0.07 -0.71 0.26
H -0.6557 5.1324 -1.7601 -0.01 0.04 -0.08 0.27
H -2.1769 3.5871 -3.3666 -0.10 0.21 -0.02 0.43
H -2.6848 2.1094 -2.6321 0.12 0.04 -0.07 0.44

***

36
Properties=species:S:1:pos:R:3:forces:R:3:nbo_charge:R:1 method="wB97M-V/def2-TZVPD" homo_ev=-16.4 orbital_gap_ha=0.2556 de_lowest_ev=0.0000 charge=+2
Ta -1.0980 -0.6406 1.0553 0.29 -0.13 -0.40 2.36
C 2.6066 -2.8273 2.4689 0.01 0.01 0.00 -0.71
C 1.3666 -2.3084 1.8483 -0.07 -0.02 -0.05 0.31
N 0.7696 -1.1996 2.1374 0.15 0.03 -0.05 -0.19
O 1.2244 -0.3312 3.0706 -0.04 0.01 -0.02 -0.46
C 0.6539 -3.0820 0.7394 0.04 0.03 0.02 0.32
C 1.0923 -4.3652 0.1547 -0.01 -0.02 0.06 -0.70
N -0.3646 -2.3823 0.4565 -0.23 0.18 -0.07 -0.22
O -1.4596 -2.2300 -0.2760 0.18 0.09 0.25 -0.45
H 2.7878 -2.4292 3.4665 -0.01 0.00 0.01 0.26
H 3.4652 -2.5868 1.8333 0.01 0.01 0.01 0.29
H 2.5560 -3.9128 2.5525 0.00 0.01 -0.02 0.28
H 2.1040 -0.6036 3.3809 0.03 0.01 0.02 0.50
H 2.1399 -4.3044 -0.1462 0.00 0.00 0.01 0.28
H 0.4814 -4.6258 -0.7061 -0.02 0.01 0.01 0.28
H 1.0068 -5.1563 0.9050 0.02 -0.01 -0.02 0.28
F -1.6698 0.0316 2.6844 -0.02 -0.06 -0.05 -0.52
B -3.8834 -1.6572 1.6320 0.06 0.11 -0.11 1.52
F -2.9125 -2.3771 2.1716 -0.11 -0.02 0.05 -0.47
F -5.1390 -1.7982 1.7851 -0.02 0.00 -0.02 -0.41
F -3.3610 -0.6565 0.8230 -0.10 -0.05 0.12 -0.48
C 0.0517 2.4710 -3.7662 -0.01 -0.10 -0.02 -1.12
Si -0.1630 3.2347 -2.0971 0.03 0.05 0.01 1.57
C 1.3132 4.1642 -1.4784 0.04 -0.01 0.04 -1.11
C -1.7784 4.0989 -1.8394 -0.09 -0.05 0.04 -1.11
C -0.2677 1.7289 -0.8824 0.03 -0.03 -0.04 0.08
C -0.3298 0.7645 -0.1084 -0.20 -0.15 0.26 -0.74
H 0.1198 3.2639 -4.5147 0.00 0.01 0.01 0.28
H -0.7944 1.8370 -4.0351 0.01 0.01 -0.01 0.26
H 0.9662 1.8795 -3.8267 0.00 0.01 -0.01 0.26
H 1.4474 5.0514 -2.1025 0.00 0.00 0.01 0.27
H 2.2278 3.5737 -1.5436 0.00 0.01 -0.01 0.26
H 1.1817 4.4981 -0.4486 0.01 0.01 -0.01 0.26
H -1.8152 4.9866 -2.4748 0.03 0.01 0.00 0.28
H -1.9010 4.4239 -0.8055 -0.01 0.02 -0.01 0.26
H -2.6246 3.4667 -2.1133 0.00 0.02 0.00 0.26

***

46
Properties=species:S:1:pos:R:3:forces:R:3:nbo_charge:R:1 method="wB97M-V/def2-TZVPD" homo_ev=-10.3 orbital_gap_ha=0.3582 de_lowest_ev=0.0000
O 1.8914 0.0340 0.7995 -1.92 -1.08 0.03 -0.90
S 0.7378 -0.7921 0.4691 0.33 0.01 -1.25 2.28
O 0.9817 -2.1447 -0.0546 -0.76 2.02 1.00 -0.93
O -0.2469 -0.8608 1.7884 1.89 0.52 -1.08 -0.70
C -1.5333 -1.4216 1.6502 -1.47 -0.07 -0.30 -0.08
C -1.8732 -2.2588 2.8321 0.29 -0.76 0.03 -0.62
C -0.3902 0.1188 -0.7854 1.59 -0.78 1.70 -0.82
H -1.6589 -2.0386 0.7604 0.40 0.09 -0.22 0.19
H -2.2934 -0.6407 1.6226 0.25 0.49 -0.40 0.17
H -2.8586 -2.6895 2.6542 -0.13 0.10 0.20 0.22
H -1.8648 -1.6763 3.7534 0.09 -0.25 0.02 0.22
H -1.1712 -3.0926 2.8305 0.04 -0.02 0.59 0.22
H 0.2676 0.5548 -1.5373 0.00 -0.53 -0.12 0.25
H -0.8265 0.9618 -0.2495 -0.39 -0.38 0.05 0.24
H -1.0328 -0.7018 -1.1044 -0.20 0.60 -0.28 0.24
C -4.8750 -5.2324 -2.1915 -0.60 0.01 0.11 -0.48
Br -2.9737 -5.3357 -1.8765 -0.38 0.16 -0.40 0.11
Br -5.4970 -3.4073 -2.6358 0.33 -0.84 0.50 0.07
Br -5.7762 -6.0898 -0.6820 -0.02 0.55 -0.26 0.08
H -5.2269 -5.8266 -3.0349 0.69 0.14 0.08 0.23
C -2.5192 6.4446 2.8422 -1.52 0.07 -0.44 -0.44
Br -2.6534 6.6754 4.7782 0.32 -0.16 -1.00 0.11
Br -3.8699 7.6813 1.9482 1.06 -0.92 0.62 0.04
Br -2.9088 4.5730 2.2952 0.32 1.10 0.37 0.06
H -1.5539 6.7258 2.4212 -0.20 -0.11 0.44 0.23
C -7.9681 2.3466 0.5462 1.16 0.09 -0.23 -0.48
Br -7.4588 3.1607 -1.1938 -0.69 -0.07 0.76 0.06
Br -9.0596 0.7604 0.3117 -0.01 0.77 0.20 0.10
Br -8.4792 3.6368 1.9609 0.04 -0.89 -1.13 0.10
H -6.9840 1.9660 0.8196 -0.48 0.10 0.40 0.21
C 5.1282 -5.7220 0.2021 0.76 -0.25 1.00 -0.44
Br 5.6730 -7.5680 -0.0907 -0.24 0.43 -0.02 0.08
Br 6.6615 -4.5442 -0.3143 -1.32 -0.59 0.45 0.07
Br 4.5993 -5.5391 2.1535 0.43 0.15 -1.65 0.06
H 4.2465 -5.5409 -0.4125 0.35 0.28 0.22 0.23
C 5.9448 1.4379 -2.6098 0.58 -0.75 0.46 -0.09
C 6.4955 2.1504 -1.3733 1.68 -0.65 0.49 -0.11
O 6.2339 3.5361 -1.5576 -1.29 0.26 -0.07 -0.66
S 4.8289 3.7601 -2.3450 -0.36 1.69 0.57 2.43
O 5.0159 4.9327 -3.2243 -0.51 -3.33 1.74 -0.85
O 3.6884 3.7921 -1.3921 2.86 -0.78 -2.71 -0.85
O 4.9994 2.2964 -3.1500 -1.84 2.75 -0.61 -0.67
H 5.4467 0.4689 -2.5760 0.11 -0.01 0.99 0.21
H 6.8302 1.2659 -3.2217 -0.35 0.45 -0.85 0.18
H 7.5804 2.0820 -1.4526 0.05 0.08 0.11 0.20
H 6.3025 1.7609 -0.3737 -0.97 0.27 -0.10 0.21